Computed, not measured: an isolated molecule of C9H16N2O5, with ωB97M-V with the def2-TZVPD basis set.

Results
Energy relative to the best compared isomer or geometry (same formula, charge and spin)   4.982 eV
HOMO   -10.10 eV
Orbital gap   10.24 eV
SMILES   CC(C)[C@H](NC(=O)[C@@H](N)CC(=O)O)C(=O)O
F_max   7.339 eV/A
E_LUMO   0.14 eV
Charge   0

```
32
Properties=species:S:1:pos:R:3:mulliken_charge:R:1
C 0.48457 -1.85034 2.06396 -1.33
C 0.18243 -0.53221 2.58537 0.25
C 1.45552 0.10739 2.71592 -1.51
C -0.90475 0.33077 1.97520 0.66
N -0.41180 0.74878 0.54713 -0.35
C -1.00769 0.28053 -0.57062 -0.09
O -2.24689 0.05703 -0.64985 -0.70
C -0.16073 0.35814 -1.87356 0.24
N 1.30245 0.84352 -1.48599 -0.64
C -0.44374 -0.79275 -2.87687 -0.19
C -0.07723 -0.43917 -4.34096 0.38
O 0.99273 0.12983 -4.69427 -0.52
O -1.08934 -1.12701 -5.20181 -0.49
C -0.94043 1.71917 2.66795 0.15
O -0.76723 1.78830 3.89631 -0.58
O -1.42707 2.79286 1.96004 -0.56
H 1.07182 -2.59792 2.60101 0.46
H 0.72844 -1.66941 0.95204 0.12
H -0.43515 -2.40992 2.00591 0.39
H -0.16029 -0.69337 3.66188 0.30
H 1.66112 1.10022 3.37472 0.25
H 1.98435 -0.65241 3.13143 0.56
H 1.90482 0.44626 1.64704 0.31
H -1.93773 -0.05771 1.97626 0.53
H 0.66246 0.67312 0.62689 0.07
H -0.62610 1.31738 -2.40752 0.25
H 1.62898 1.40021 -2.22894 0.32
H 1.86799 -0.07785 -1.64925 0.27
H -1.61103 -0.96459 -2.50237 0.31
H 0.38504 -1.67545 -2.69975 0.17
H -0.97684 -0.86865 -6.24330 0.37
H -1.08866 2.31525 1.03598 0.57
```